No. 1
{
  "formula": "C12H40O8",
  "method": "ωB97M-V/def2-TZVPD",
  "symbols": ["C", "C", "C", "O", "H", "H", "H", "H", "H", "H", "H", "H", "C", "C", "C", "O", "H", "H", "H", "H", "H", "H", "H", "H", "C", "C", "C", "O", "H", "H", "H", "H", "H", "H", "H", "H", "C", "C", "C", "O", "H", "H", "H", "H", "H", "H", "H", "H", "O", "H", "H", "O", "H", "H", "O", "H", "H", "O", "H", "H"],
  "positions_angstrom": [[0.840, 3.355, -2.719], [-0.083, 2.255, -3.194], [0.526, 1.545, -4.352], [-0.278, 1.277, -2.197], [0.365, 4.055, -2.033], [1.109, 4.070, -3.492], [1.758, 2.981, -2.284], [-1.057, 2.699, -3.521], [0.699, 2.332, -5.127], [-0.202, 0.740, -4.671], [1.497, 1.057, -4.160], [-0.863, 1.690, -1.539], [-3.316, 0.417, -1.074], [-3.410, 1.406, 0.107], [-2.797, 0.934, 1.406], [-2.811, 2.687, -0.332], [-3.610, 0.868, -1.994], [-4.049, -0.389, -0.819], [-2.299, 0.037, -1.234], [-4.438, 1.594, 0.318], [-3.483, 0.314, 2.032], [-2.478, 1.860, 1.909], [-1.837, 0.391, 1.285], [-2.888, 3.317, 0.425], [1.800, 1.677, 2.400], [1.992, 1.345, 0.917], [3.259, 2.005, 0.350], [2.151, -0.017, 0.708], [1.275, 0.817, 2.869], [1.176, 2.575, 2.673], [2.760, 1.731, 2.829], [1.096, 1.717, 0.405], [3.259, 2.003, -0.740], [4.216, 1.535, 0.744], [3.353, 3.056, 0.639], [1.678, -0.634, 1.348], [0.108, -1.494, 4.283], [0.321, -2.625, 3.219], [-1.063, -3.304, 3.082], [0.703, -2.077, 2.004], [-0.580, -1.886, 5.103], [-0.400, -0.668, 3.903], [1.099, -1.176, 4.689], [0.996, -3.428, 3.591], [-1.732, -2.478, 2.901], [-1.365, -3.874, 3.921], [-1.051, -3.814, 2.098], [0.973, -2.866, 1.456], [1.462, -3.312, -3.344], [0.611, -3.701, -3.205], [1.454, -2.535, -2.781], [-1.224, -2.476, -0.927], [-0.400, -2.005, -0.832], [-1.690, -1.821, -1.500], [1.150, -4.083, -0.068], [1.872, -3.835, -0.632], [0.388, -3.711, -0.502], [1.150, -1.075, -1.633], [1.679, -0.822, -0.914], [0.629, -0.241, -1.790]],
  "atomic_forces_ev_per_a": [[-0.2434, 1.1596, 0.3117], [0.4189, 0.6563, -0.4769], [-0.3287, -0.5590, -1.5868], [-0.9250, 0.2454, 1.0440], [-0.1902, -0.3975, 0.6287], [0.1422, -0.3340, -0.6610], [0.0811, -0.2294, 0.1122], [0.5156, -0.3804, 0.3505], [-0.2644, -0.9872, 0.1591], [0.9150, 0.9256, -0.1187], [-0.4252, 0.2965, 0.2906], [0.1563, -0.2832, 0.1045], [-0.4309, -0.3104, 1.4861], [0.9715, 0.3427, -1.1173], [1.0234, -0.1441, 0.4350], [-0.2060, -0.4859, 1.0149], [-0.4408, 0.4914, -0.6177], [0.8591, 0.2719, -0.4342], [-0.2897, -0.0224, 0.3722], [-1.0159, 0.2618, -0.1040], [0.5225, 0.6312, -0.4870], [-0.4370, -0.3761, 0.5150], [-0.5717, -0.0006, -0.2073], [0.1160, -0.7385, -0.9301], [-1.7140, -0.5567, 0.1454], [0.0233, 1.4156, 0.5143], [0.7494, 0.2272, 0.4346], [-0.2317, -2.2001, 0.4737], [0.2483, 0.4641, -0.1522], [0.8335, -0.6622, -0.6979], [1.1491, 0.2493, 0.9373], [0.1048, -0.0373, -0.3858], [0.1384, -0.3091, -0.0228], [-1.3301, 0.1616, -0.5028], [-0.3509, -0.0053, 0.0546], [0.3659, 1.1540, -0.6740], [1.4831, -2.4982, 1.3855], [-2.0033, -0.3146, 2.5860], [1.1027, 1.0974, -2.4839], [1.0232, -0.8234, -1.1342], [1.2371, 0.3740, -0.8037], [-0.7577, 1.4187, -1.1043], [-0.8737, -0.0739, -0.0356], [0.2086, 0.8138, -0.2158], [-0.7166, 0.2585, 0.1791], [-0.2063, -0.7475, 0.6471], [-0.2082, -0.4811, 0.8013], [-0.2189, 0.9852, -0.0255], [0.7888, -0.1477, -0.2379], [-0.8094, -0.4267, 0.0498], [-0.0156, 0.6111, 0.1669], [-1.1518, 0.6181, -0.7551], [1.0256, 0.4364, 0.1670], [0.1510, -1.0926, 0.5273], [0.0166, -0.1666, 0.9922], [0.6759, 0.0693, -0.5400], [-0.7751, 0.0189, -0.3972], [-2.0178, 0.2691, -1.7718], [1.6230, 0.6225, 2.0670], [0.4806, -0.7556, -0.2721]],
  "total_energy_ha": -1083.10147,
  "homo_lumo_gap_ev": 10.572,
  "homo_energy_ev": -10.1295
}

No. 2
{
  "formula": "C12H42N10O9",
  "method": "ωB97M-V/def2-TZVPD",
  "symbols": ["C", "C", "O", "H", "H", "H", "H", "H", "H", "C", "C", "O", "H", "H", "H", "H", "H", "H", "C", "C", "O", "H", "H", "H", "H", "H", "H", "C", "O", "N", "N", "H", "H", "H", "H", "C", "O", "N", "N", "H", "H", "H", "H", "C", "O", "N", "N", "H", "H", "H", "H", "C", "O", "N", "N", "H", "H", "H", "H", "C", "O", "N", "N", "H", "H", "H", "H", "C", "O", "H", "H", "H", "H"],
  "positions_angstrom": [[11.912, -16.794, 24.947], [13.097, -16.414, 24.172], [12.850, -15.121, 23.609], [11.050, -16.819, 24.333], [11.692, -16.030, 25.627], [11.857, -17.788, 25.437], [13.285, -17.112, 23.403], [13.983, -16.410, 24.744], [13.086, -15.105, 22.676], [11.160, -8.356, 25.973], [10.026, -8.328, 24.994], [8.831, -8.802, 25.470], [11.334, -9.358, 26.386], [11.055, -7.666, 26.815], [12.126, -8.297, 25.426], [10.337, -8.961, 24.146], [9.946, -7.413, 24.485], [8.278, -8.972, 24.720], [14.060, -7.448, 27.990], [14.134, -8.953, 27.818], [14.917, -9.330, 26.715], [14.899, -7.004, 28.510], [13.210, -7.095, 28.534], [14.086, -6.894, 27.079], [13.057, -9.256, 27.733], [14.467, -9.302, 28.758], [14.765, -10.306, 26.645], [10.900, -13.016, 28.435], [10.210, -13.137, 29.600], [11.541, -11.923, 27.984], [10.851, -13.926, 27.487], [11.549, -11.144, 28.649], [12.403, -12.035, 27.427], [10.310, -14.732, 27.727], [10.777, -13.746, 26.448], [13.973, -12.963, 25.967], [13.946, -11.834, 26.743], [13.204, -14.026, 26.185], [14.683, -13.007, 24.890], [12.438, -14.019, 26.875], [13.276, -14.776, 25.499], [15.527, -12.376, 24.859], [14.722, -13.778, 24.209], [7.867, -11.388, 27.578], [6.696, -10.935, 27.052], [9.010, -10.760, 27.333], [7.888, -12.422, 28.335], [9.005, -9.975, 26.650], [9.872, -11.181, 27.655], [7.063, -13.028, 28.382], [8.719, -12.732, 28.787], [10.733, -8.497, 29.501], [11.407, -9.638, 29.654], [9.631, -8.595, 28.812], [10.956, -7.385, 30.114], [9.379, -9.537, 28.422], [9.087, -7.798, 28.519], [11.688, -7.294, 30.711], [10.402, -6.538, 29.893], [7.946, -15.847, 26.141], [8.794, -16.147, 27.214], [8.239, -15.109, 25.143], [6.748, -16.347, 26.115], [9.120, -14.591, 25.118], [7.499, -14.585, 24.648], [6.412, -17.069, 26.742], [6.091, -16.005, 25.433], [10.498, -12.223, 24.734], [10.616, -13.655, 24.733], [11.282, -11.736, 25.294], [9.624, -11.892, 25.230], [10.559, -11.894, 23.721], [11.389, -13.996, 24.289]],
  "atomic_forces_ev_per_a": [[-0.9480, -1.6178, 0.4893], [-0.3009, -0.4087, -0.8278], [0.1574, 0.4672, -0.5410], [-0.8871, 0.0839, -1.0652], [-0.3646, 0.8354, 1.5624], [0.7844, 0.6812, -0.0683], [0.1675, -0.8148, -1.1092], [1.2022, 0.2876, 0.9426], [-0.0423, -0.0908, 0.0735], [0.9811, -0.7798, 0.1552], [2.2266, -1.2810, -1.6532], [-0.9798, 0.2421, 1.1449], [-0.6757, -0.0009, 0.2316], [0.2987, 0.0279, -0.3711], [-0.5554, 0.9027, 0.2960], [0.1442, -0.3359, 0.1023], [-0.3819, 1.9232, -0.1232], [-0.8476, -0.2481, -0.2948], [1.0216, 0.6166, -0.0634], [-2.0572, 1.3192, -0.3983], [-0.0269, -0.6701, 0.1415], [0.5747, -0.2857, 0.3888], [-0.8147, -0.1985, 0.3713], [-0.3171, 0.0894, -1.1516], [0.9566, -0.3109, -0.1547], [0.6309, -1.0791, 0.9528], [0.1434, 0.7209, -0.1423], [-2.7765, 1.1357, 4.5691], [3.4943, 0.6335, -5.0422], [0.2646, 0.8519, 1.5702], [-0.9108, -2.7740, -1.8400], [0.3723, 0.1589, 0.1603], [-0.1702, 0.3869, 0.2586], [-0.5642, -0.8425, 0.1357], [0.0122, 0.2612, 1.6897], [-1.9794, 3.9266, 4.3645], [0.2876, -5.0041, -3.0291], [0.3553, -0.2509, 0.2537], [4.5448, 1.1497, -3.3770], [0.5711, -0.3483, -0.1672], [-0.1419, 0.7401, 0.8915], [-1.6729, -0.8300, -0.0098], [-0.4020, 0.5159, 1.0450], [-6.4354, 3.3269, -3.5252], [4.6354, -1.6655, 1.6165], [0.7618, 0.7978, -0.6754], [-1.5577, -2.9450, 1.2180], [-0.1876, -0.9846, 0.5177], [0.0986, 0.1561, -0.4582], [0.5789, 0.8377, 0.0205], [0.8166, -0.4835, 0.7728], [1.3848, -7.3364, 0.2554], [-1.1847, 4.4067, -0.0252], [-2.0715, -0.2900, -1.7358], [-1.4827, 3.7865, -0.5231], [0.1623, 1.3793, 0.5026], [-0.0418, -0.1125, 0.1580], [2.4776, 0.2383, 1.8071], [0.6806, -1.1551, 0.4002], [4.3512, -2.9105, 7.9586], [-3.4045, 1.3546, -5.3500], [1.3785, 3.9276, -3.5484], [-3.2830, -1.5144, 0.2798], [-0.2027, -0.3914, 0.1673], [0.5631, -0.8290, 0.4143], [0.5057, 0.5574, 0.0454], [-0.0051, -0.2629, -0.0017], [1.3793, -0.3953, -0.4861], [-1.1342, 0.4016, 0.6182], [0.6829, -0.0755, 0.1813], [-1.2854, -0.2288, 0.1997], [-0.2470, 0.5289, -0.7266], [0.6916, 0.0950, -0.4387]],
  "total_energy_ha": -1707.14155,
  "homo_lumo_gap_ev": 7.899,
  "homo_energy_ev": -8.2600
}

No. 3
{
  "formula": "C12H42N6O9",
  "method": "ωB97M-V/def2-TZVPD",
  "symbols": ["C", "C", "O", "H", "H", "H", "H", "H", "H", "C", "C", "O", "H", "H", "H", "H", "H", "H", "C", "C", "O", "H", "H", "H", "H", "H", "H", "C", "O", "N", "N", "H", "H", "H", "H", "C", "O", "N", "N", "H", "H", "H", "H", "C", "O", "N", "N", "H", "H", "H", "H", "C", "O", "H", "H", "H", "H", "C", "O", "H", "H", "H", "H", "C", "O", "H", "H", "H", "H"],
  "positions_angstrom": [[0.163, 0.356, 4.907], [0.217, 1.158, 3.675], [1.023, 0.457, 2.736], [-0.328, 0.884, 5.725], [1.076, 0.218, 5.385], [-0.310, -0.626, 4.776], [0.622, 2.170, 3.835], [-0.819, 1.356, 3.291], [1.343, 1.055, 2.083], [-0.994, -0.446, -4.433], [-2.523, -0.234, -4.233], [-3.236, -1.024, -5.162], [-0.534, -0.246, -5.413], [-0.903, -1.505, -4.214], [-0.411, 0.054, -3.621], [-2.749, 0.801, -4.405], [-2.787, -0.517, -3.245], [-4.057, -1.249, -4.740], [-0.548, 4.617, -2.457], [-1.306, 3.345, -2.176], [-0.324, 2.309, -2.085], [0.095, 4.707, -1.561], [-1.076, 5.561, -2.622], [0.143, 4.591, -3.304], [-1.966, 3.092, -3.037], [-1.911, 3.461, -1.297], [-0.778, 1.533, -1.693], [-0.547, -2.884, -1.255], [0.377, -3.197, -2.257], [-0.289, -2.567, -0.036], [-1.845, -2.930, -1.428], [0.716, -2.485, 0.341], [-0.916, -2.297, 0.679], [-2.204, -3.251, -2.376], [-2.599, -2.771, -0.763], [1.793, 3.056, 0.545], [0.595, 3.358, 1.238], [2.989, 2.921, 1.097], [1.863, 2.832, -0.745], [3.090, 3.038, 2.119], [3.836, 2.479, 0.772], [0.893, 2.739, -1.199], [2.719, 2.833, -1.371], [1.971, -3.007, 2.127], [2.353, -4.318, 2.452], [2.165, -2.487, 0.945], [1.358, -2.156, 2.916], [2.778, -2.996, 0.247], [2.169, -1.485, 0.675], [1.157, -2.490, 3.868], [1.277, -1.161, 2.785], [2.352, -0.204, -1.529], [1.917, 0.073, -0.194], [2.404, -1.303, -1.666], [3.353, 0.197, -1.788], [1.649, 0.237, -2.225], [1.860, 1.024, -0.203], [-1.505, -3.469, 3.307], [-1.318, -2.296, 2.462], [-0.797, -3.274, 4.147], [-1.194, -4.426, 2.833], [-2.570, -3.545, 3.664], [-0.362, -2.182, 2.441], [-1.427, 0.652, 0.332], [-1.461, 0.128, -0.981], [-2.415, 0.730, 0.753], [-1.101, 1.696, 0.260], [-0.773, 0.112, 1.102], [-1.458, -0.816, -0.809]],
  "atomic_forces_ev_per_a": [[-1.5484, -0.3208, 1.1450], [-0.8107, 1.3184, -0.6593], [-0.3150, -0.2492, 0.5308], [-0.7840, 0.0899, -0.3143], [2.2298, -0.5021, 0.2156], [-0.0633, 0.2939, -0.0562], [0.0887, -0.3774, 0.0677], [0.7917, -0.4261, -0.0061], [0.1810, 0.8364, -0.9045], [-0.4135, -0.5010, 1.2539], [1.8881, 0.5390, -1.4218], [0.1944, -0.2763, -0.3571], [-0.6560, 0.1797, 0.2850], [0.6062, -0.3278, -0.1995], [-0.5326, -0.1050, -0.7360], [-0.3926, 0.7785, 0.1116], [-0.0891, -0.1013, 1.1044], [-0.5865, -0.2027, -0.0311], [1.2620, 0.6528, 0.7357], [-0.3100, 0.1959, -2.5353], [-0.8703, -0.0671, 0.4779], [-0.1875, 0.6121, -0.3728], [-0.5214, -0.4376, 0.4374], [-0.1612, -0.6513, -0.0852], [0.1339, 0.1132, 0.5820], [-0.1653, -0.1805, 0.6650], [0.3916, -0.1932, -0.5097], [4.7160, -2.2135, -5.0018], [-4.5236, 1.7400, 4.9853], [4.5790, 1.2140, 2.7328], [-4.6050, -1.1061, -4.5698], [-1.8923, -0.5440, -1.4962], [-1.5024, -0.2554, 0.2668], [0.9252, 0.6912, 1.8134], [0.9325, -0.1536, 0.1304], [-4.5049, 1.6894, 2.8611], [6.3624, -1.8907, -3.4246], [1.8340, 0.3603, 4.7432], [-1.5501, -0.1556, -3.3831], [-0.5827, 0.2079, -0.9726], [-0.6072, -0.0186, -1.0045], [1.3235, 0.0904, -0.1688], [-1.5235, 0.1084, 1.6621], [2.9614, -7.3931, 2.2403], [-2.3494, 7.0419, -1.5473], [3.5499, 0.1668, -4.9564], [-1.2165, -0.9475, 3.6550], [-1.2097, 0.2883, 1.5532], [-0.2066, -0.3517, 1.0738], [0.4383, 0.2268, -0.7556], [0.3249, 0.6380, -0.3542], [0.4040, -0.8186, -0.3681], [0.6477, -0.7473, -0.3749], [-0.3269, 0.6481, -0.0395], [-0.2688, -0.0305, 0.5101], [-0.2504, -0.2017, -0.3000], [-0.3021, 0.6633, 0.2766], [0.4135, 0.5385, 0.4073], [-1.4944, -0.8976, 0.3578], [-0.9030, -0.6729, -0.0554], [-0.2537, 0.6880, -0.0007], [1.1822, 0.3091, -0.4289], [0.2789, 0.0718, 0.2127], [0.6671, 0.9656, 1.4779], [0.0110, -0.3230, 0.7464], [-0.6582, -0.3001, 0.2117], [0.3341, -0.2170, 0.2508], [-0.6659, 0.5342, -1.4620], [0.1518, -0.3339, -0.9276]],
  "total_energy_ha": -1487.98003,
  "homo_lumo_gap_ev": 9.198,
  "homo_energy_ev": -9.0716
}